C6H16 | ωB97M-V/def2-TZVPD

```
22
Properties=species:S:1:pos:R:3
C -0.61420 0.21427 1.91098
C -1.93629 0.68895 1.31110
C 0.48636 1.29832 1.88782
H -0.74889 -0.20488 2.90145
H -0.22913 -0.56956 1.26642
H -1.82515 0.79136 0.23323
H -0.00452 2.27036 2.00710
H 1.19070 1.16857 2.69917
H 0.94556 1.37088 0.90412
H -2.71099 -0.04619 1.53295
H -2.26636 1.63190 1.75000
C 0.27705 -0.93925 -2.03903
C 0.86579 0.46606 -2.10036
C 0.89758 -1.82027 -0.94277
H -0.80015 -0.90484 -1.84549
H 0.40260 -1.44438 -2.99606
H 0.68027 1.01670 -1.18114
H 1.97846 -1.84624 -1.09966
H 0.58755 -1.64986 0.07578
H 0.43324 0.98641 -2.95680
H 1.94446 0.41828 -2.26039
H 0.65526 -2.86794 -1.16849
```

The orbital gap is 12.4 eV. Its molar mass is 88.19 g mol⁻¹. As for the maximum force: 1.97 eV/A. Its energy above the lowest of the compared OMol25 structures with the same formula, charge and spin is 9.6 kcal per mole.

These are the Löwdin partial charges, in e, on atoms 1 to 5:
1 C -0.306
2 C -0.116
3 C -0.103
4 H 0.096
5 H 0.050